Entry 1:
{
  "formula": "C4H3ClO2",
  "method": "ωB97M-V/def2-TZVPD",
  "total_charge": 0,
  "de_lowest_kj_mol": 301.81,
  "energy_ha": -764.76397,
  "species": ["C", "C", "C", "C", "O", "O", "Cl", "H", "H", "H"],
  "positions_angstrom": [[3.641, 1.416, 0.492], [2.485, 1.458, -0.008], [1.162, -0.262, 0.935], [-0.039, -0.179, 0.148], [4.631, 1.224, 1.102], [1.692, -0.835, 1.796], [1.555, 2.266, -1.163], [0.188, -0.526, -0.861], [-0.360, 0.860, 0.063], [-0.824, -0.797, 0.586]],
  "atomic_forces_ev_per_a": [[1.416, -0.271, 0.977], [-3.208, -1.844, 0.197], [3.095, 1.077, 0.653], [-0.848, 0.009, -0.445], [-0.141, 0.163, -0.302], [-0.876, 0.508, -0.972], [0.326, 0.385, -0.223], [0.066, 0.041, 0.026], [0.082, -0.063, 0.035], [0.088, -0.006, 0.053]],
  "nbo_charge": [0.574, -0.570, 0.809, -0.787, -0.493, -0.406, 0.031, 0.290, 0.291, 0.262]
}



Entry 2:
{
  "formula": "C3H7NO2",
  "method": "ωB97M-V/def2-TZVPD",
  "total_charge": 0,
  "de_lowest_kj_mol": 414.72,
  "energy_ha": -323.62301,
  "species": ["C", "C", "N", "O", "C", "O", "H", "H", "H", "H", "H", "H", "H"],
  "positions_angstrom": [[-0.806, 1.651, 0.317], [-0.404, 0.196, 0.096], [-1.248, -0.721, -0.138], [-0.403, -2.271, -0.228], [1.154, -0.081, 0.192], [1.545, -1.006, -0.722], [-1.876, 1.830, 0.440], [-0.278, 2.013, 1.211], [-0.438, 2.246, -0.530], [-0.767, -2.633, -1.054], [1.253, -0.409, 1.247], [1.642, 0.908, 0.085], [0.759, -1.829, -0.554]],
  "atomic_forces_ev_per_a": [[-0.104, -0.362, -0.056], [0.809, -0.778, -0.057], [1.013, -0.709, -0.072], [-1.598, 1.508, 0.155], [-1.214, 0.454, 0.295], [-0.564, -1.176, 0.085], [0.145, -0.246, -0.065], [-0.133, -0.178, -0.202], [-0.077, -0.236, 0.148], [-0.233, 0.261, 0.307], [0.208, 0.145, -0.083], [0.010, -0.511, -0.073], [1.737, 1.829, -0.383]],
  "nbo_charge": [-0.647, 0.220, -0.085, -0.681, -0.075, -0.766, 0.238, 0.237, 0.244, 0.487, 0.168, 0.177, 0.484]
}



Entry 3:
{
  "formula": "C6H6AlCl2CrN2O3S",
  "method": "ωB97M-V/def2-TZVPD",
  "spin_multiplicity": 4,
  "total_charge": 4,
  "energy_ha": -3171.22955,
  "species": ["Al", "Cr", "Cl", "Cl", "C", "C", "C", "O", "O", "O", "S", "C", "N", "C", "C", "N", "H", "H", "H", "H", "H", "H"],
  "positions_angstrom": [[-3.473, -0.265, -3.195], [-0.831, 0.027, -0.977], [-1.796, 1.190, -3.127], [-2.882, -1.297, -1.213], [-0.456, -1.271, 0.474], [-4.988, 1.018, -2.542], [-4.826, -1.853, -3.359], [-0.213, -2.161, 1.188], [-5.741, 1.670, -1.954], [-5.551, -2.659, -2.956], [0.925, 1.405, -0.921], [1.851, 0.923, 0.457], [1.426, 0.804, 1.726], [2.458, 0.316, 2.624], [3.627, 0.051, 1.685], [3.149, 0.572, 0.410], [0.482, 1.035, 2.017], [2.120, -0.586, 3.149], [2.701, 1.084, 3.372], [3.859, -1.020, 1.621], [4.533, 0.583, 1.994], [3.628, 0.430, -0.473]],
  "atomic_forces_ev_per_a": [[0.817, 0.425, 1.504], [-0.674, 1.025, -1.229], [-0.560, -1.060, -0.104], [0.097, 0.609, -0.814], [1.983, -5.354, 4.453], [-4.175, 3.576, 3.159], [-3.742, -4.285, 1.815], [-1.372, 4.565, -3.575], [3.833, -3.289, -3.179], [3.611, 4.018, -2.390], [-0.336, -0.464, -0.339], [1.135, -0.391, 1.847], [-0.395, 0.114, -1.226], [0.195, 0.000, 0.482], [-0.041, -0.098, 0.165], [-1.211, -0.138, -0.298], [0.162, 0.292, 0.162], [0.012, 0.143, 0.047], [-0.162, -0.061, 0.040], [0.214, 0.096, -0.221], [0.185, -0.024, -0.160], [0.422, 0.299, -0.142]],
  "nbo_charge": [1.517, 0.982, -0.359, -0.389, 0.469, 0.474, 0.482, -0.231, -0.153, -0.150, 0.196, 0.296, -0.436, -0.259, -0.265, -0.339, 0.462, 0.287, 0.308, 0.300, 0.327, 0.482]
}



Entry 4:
{
  "formula": "C2H7NO2",
  "method": "ωB97M-V/def2-TZVPD",
  "total_charge": 0,
  "de_lowest_kj_mol": 48.88,
  "energy_ha": -285.65319,
  "smiles": "CC(N)=O.O",
  "species": ["C", "C", "N", "O", "H", "H", "H", "H", "H", "O", "H", "H"],
  "positions_angstrom": [[-1.725, -1.222, 0.692], [-0.645, -1.006, -0.341], [0.364, -0.131, 0.015], [-0.684, -1.524, -1.429], [-1.379, -1.810, 1.549], [-2.055, -0.280, 1.134], [-2.594, -1.682, 0.239], [0.272, 0.298, 0.917], [1.216, -0.299, -0.492], [2.133, 3.055, 0.778], [2.783, 3.741, 0.604], [1.836, 2.755, -0.101]],
  "atomic_forces_ev_per_a": [[-0.207, 0.374, 0.536], [-0.125, 0.585, 0.252], [-1.073, -0.863, -0.318], [0.222, -0.444, -0.348], [0.091, -0.140, -0.328], [0.074, 0.163, -0.125], [0.054, -0.215, -0.093], [0.782, 0.056, 0.103], [0.229, 0.526, 0.339], [-0.248, -0.305, -0.539], [0.010, 0.011, -0.030], [0.191, 0.250, 0.550]],
  "nbo_charge": [-0.725, 0.675, -0.850, -0.600, 0.233, 0.220, 0.242, 0.397, 0.407, -0.943, 0.472, 0.472]
}



Entry 5:
{
  "formula": "C7H12N2O",
  "method": "ωB97M-V/def2-TZVPD",
  "total_charge": 0,
  "de_lowest_kj_mol": 573.00,
  "energy_ha": -458.47062,
  "species": ["C", "C", "C", "N", "C", "C", "C", "C", "N", "H", "H", "H", "H", "H", "H", "H", "H", "H", "H", "O", "H", "H"],
  "positions_angstrom": [[-1.085, -2.786, 0.742], [-0.660, -1.533, -0.035], [-0.946, -1.706, -1.533], [-1.272, -0.299, 0.491], [-2.573, 0.132, -0.006], [-3.736, -0.700, 0.354], [-4.707, -1.369, 0.629], [0.834, -1.343, 0.083], [1.905, -1.821, 0.389], [-0.553, -3.670, 0.368], [-0.858, -2.674, 1.811], [-2.166, -2.932, 0.627], [-2.006, -1.942, -1.692], [-0.697, -0.797, -2.098], [-0.349, -2.539, -1.924], [-1.287, -0.330, 1.507], [-2.744, 1.146, 0.384], [-2.533, 0.234, -1.098], [-5.537, -2.038, 0.771], [1.661, 0.501, 0.529], [0.783, 0.734, 0.912], [2.490, -0.458, 0.777]],
  "atomic_forces_ev_per_a": [[0.296, -0.154, 0.153], [-0.098, 1.077, -0.615], [-0.234, -0.007, -0.180], [-0.047, 0.024, 0.134], [-0.049, 0.269, -0.040], [-0.914, -0.671, 0.183], [0.716, 0.222, -0.410], [4.179, -3.631, 1.735], [-3.346, 0.596, -1.262], [-0.130, 0.202, 0.113], [-0.017, -0.028, -0.270], [0.265, 0.101, -0.042], [0.223, 0.029, 0.047], [0.007, -0.232, 0.181], [-0.123, 0.217, 0.110], [-0.035, -0.086, -0.135], [0.043, -0.236, -0.101], [0.005, -0.025, 0.301], [0.306, 0.383, 0.092], [1.283, 0.062, -0.487], [1.316, -0.387, 0.777], [-3.647, 2.277, -0.285]],
  "nbo_charge": [-0.607, 0.006, -0.615, -0.620, -0.302, -0.032, -0.246, 0.483, -0.525, 0.230, 0.219, 0.232, 0.222, 0.229, 0.236, 0.370, 0.237, 0.232, 0.245, -1.039, 0.497, 0.548]
}



Entry 6:
{
  "formula": "C2H5BrSi",
  "method": "ωB97M-V/def2-TZVPD",
  "total_charge": 0,
  "de_lowest_kj_mol": 401.19,
  "energy_ha": -2942.55669,
  "species": ["C", "C", "Si", "Br", "H", "H", "H", "H", "H"],
  "positions_angstrom": [[-0.529, -0.258, 0.759], [-0.439, -0.662, -0.729], [0.840, 0.599, -0.146], [2.909, -0.194, 0.036], [-1.681, -0.061, 1.013], [-0.071, -0.909, 1.573], [-0.260, -1.546, -1.171], [-1.321, -0.128, -1.132], [0.553, 3.158, -0.203]],
  "atomic_forces_ev_per_a": [[-1.557, -1.155, 2.527], [-0.643, 4.706, 0.617], [-1.530, 1.551, -0.389], [-0.320, 0.220, 0.181], [3.018, 0.194, -0.149], [-0.720, 0.415, -1.190], [0.664, -3.251, -1.053], [0.727, -0.519, -0.452], [0.361, -2.161, -0.092]],
  "nbo_charge": [-0.891, -0.793, 1.109, -0.272, 0.266, 0.241, 0.225, 0.237, -0.121]
}